Entry 1:
C4H11N3 | ωB97M-V with the def2-TZVPD basis set

SMILES string	[H]/N=C(/N)NCCC
ΔE to the lowest compared entry with this formula, charge and spin	22.6	kcal per mole
multiplicity	1
highest occupied orbital energy	-8.51	eV
LUMO	0.93	eV

Geometry as XYZ:
```
18
Properties=species:S:1:pos:R:3:forces:R:3
C -2.30303 1.08507 -0.68764 -0.02 -1.21 0.30
C -0.95519 0.65432 -1.24624 0.43 -0.05 -0.69
C -0.25465 -0.46576 -0.48060 -0.98 1.12 0.80
N 0.44796 0.05492 0.67552 2.71 -0.67 0.18
C 1.63463 -0.51834 1.16127 -1.45 -0.14 0.82
N 2.27134 -1.41968 0.33873 0.08 -0.01 -0.33
N 2.03441 -0.37405 2.36939 0.59 0.13 -0.24
H -2.32297 1.46086 0.33586 0.41 0.48 -0.14
H -2.87306 0.15405 -0.58807 -0.32 0.16 -0.27
H -2.81577 1.74028 -1.37612 -0.19 0.30 0.05
H -0.25648 1.48250 -1.40195 -0.04 0.05 0.31
H -1.10244 0.27120 -2.26204 -0.31 0.02 0.03
H -1.00461 -1.17156 -0.11727 -0.13 -0.30 -0.30
H 0.41915 -0.99599 -1.13823 0.23 -0.02 0.08
H 0.18210 0.75485 1.34493 -1.08 0.14 -0.58
H 2.39731 -1.11783 -0.61377 0.11 -0.08 -0.04
H 3.10451 -1.78699 0.76966 0.08 0.09 -0.02
H 1.39679 0.19216 2.91657 -0.10 -0.02 0.03
```
Positions in Å, forces in eV/Å.

Entry 2:
C4H11N3 | ωB97M-V with the def2-TZVPD basis set

SMILES string	N/C=N\CCCN
ΔE to the lowest compared entry with this formula, charge and spin	43.8	kcal per mole
multiplicity	1
highest occupied orbital energy	-9.14	eV
LUMO	0.94	eV

Geometry as XYZ:
```
18
Properties=species:S:1:pos:R:3:forces:R:3
C -1.08444 -0.10212 0.93913 0.88 -0.82 -0.84
C 0.18002 -0.89455 0.42549 -0.96 0.09 0.64
C 1.39231 0.03260 0.30366 -0.32 0.30 -0.42
N -0.00075 0.45099 -2.30733 -0.33 0.85 0.11
C 0.64665 1.45051 -1.54956 0.14 -1.73 -0.28
N 1.24090 1.27635 -0.45368 0.19 0.84 0.10
N -1.84930 -0.83564 1.98927 0.79 0.48 -0.77
H -1.70580 0.07379 0.06430 -0.24 0.22 0.11
H -0.66046 0.84348 1.26471 -0.48 0.28 0.37
H 0.35151 -1.64287 1.20368 0.58 0.02 0.01
H -0.05948 -1.48085 -0.45597 0.03 0.16 -0.31
H 2.29323 -0.44613 -0.08970 -0.09 -0.30 0.06
H 1.62629 0.35654 1.31930 0.16 -0.05 0.01
H 0.50857 -0.39458 -2.48105 0.00 -0.24 0.03
H -0.48209 0.82991 -3.11044 0.24 -0.33 -0.10
H 0.66118 2.39700 -2.08432 -0.10 0.41 0.56
H -1.78470 -0.27819 2.82012 -0.29 0.25 0.52
H -1.27364 -1.63626 2.20238 -0.20 -0.44 0.20
```
Positions in Å, forces in eV/Å.

Entry 3:
C4H11N3 | ωB97M-V with the def2-TZVPD basis set

total charge	+2
ΔE to the lowest compared entry with this formula, charge and spin	52.9	kcal per mole
multiplicity	1
highest occupied orbital energy	-19.90	eV
LUMO	-7.66	eV

Geometry as XYZ:
```
18
Properties=species:S:1:pos:R:3:forces:R:3
C 1.68917 -0.18675 0.20095 -2.38 -0.03 0.32
C -1.81328 -0.01093 -1.13169 -1.69 0.50 2.27
C -2.49904 0.28150 0.26766 0.12 -1.66 -2.03
C -0.15851 -0.20827 0.80917 2.88 -2.34 -3.43
N 1.99380 0.32135 -0.97992 -6.74 -0.68 -0.34
N 2.61771 -0.61711 1.00629 -1.39 0.10 0.33
N -1.07087 0.59418 0.02232 0.35 -1.15 -1.04
H -1.56450 -0.99520 -1.51380 0.05 0.03 0.40
H -2.02313 0.78339 -1.82051 -0.10 -0.05 -0.59
H -3.32841 1.00104 0.36341 1.02 0.07 -0.01
H -2.50952 -0.59654 0.92588 -0.47 0.53 -0.24
H -0.06363 0.24868 1.71003 0.40 0.87 2.95
H -0.56130 -1.27292 0.79288 1.07 1.32 0.26
H 1.17056 0.34066 -1.70219 2.56 0.26 1.68
H 2.87490 0.46784 -1.30703 3.17 0.38 -1.12
H 2.43612 -1.02648 1.90232 -0.29 -0.03 0.46
H 3.57564 -0.59880 0.74973 1.06 0.01 -0.40
H -0.76569 1.47435 -0.29550 0.38 1.87 0.51
```
Positions in Å, forces in eV/Å.

Entry 4:
C4H11N3O | ωB97M-V with the def2-TZVPD basis set

ΔE to the lowest compared entry with this formula, charge and spin	305.5	kcal per mole
multiplicity	1
highest occupied orbital energy	-8.21	eV
LUMO	-0.77	eV

Geometry as XYZ:
```
19
Properties=species:S:1:pos:R:3:forces:R:3
C -0.09803 -1.26800 1.02331 -2.62 3.44 2.85
C 1.24873 -0.87417 0.43090 -2.22 -0.22 -0.95
C 1.11030 0.37623 -1.53130 6.40 -0.79 -0.85
C -0.06055 1.26760 -1.46165 -3.10 0.55 -5.96
H -1.78415 -1.50213 3.08998 -0.69 3.14 -3.80
H -2.74240 0.60226 2.06776 2.18 -5.00 0.16
H -0.16103 -2.66542 2.00414 -0.05 3.80 -2.38
H 1.86590 -1.65381 0.67175 1.72 -2.08 0.78
H 1.88561 0.06675 0.59167 -1.78 -0.95 0.83
H 1.83332 -1.52592 -1.29458 -1.34 0.77 -0.66
H 1.78678 0.25212 -2.56646 -2.58 0.75 2.11
H 2.06998 0.86402 -0.80613 -2.70 -0.42 -2.24
H -0.17039 1.72300 -2.63083 0.60 -0.40 3.07
H -1.08659 0.77616 -1.49275 1.49 -0.39 0.39
H -0.33037 1.61883 0.37365 0.90 3.05 -3.29
N -2.09138 -0.67873 1.87997 -3.99 2.96 3.44
N -1.12458 -0.27821 1.07571 5.94 -6.32 1.12
N 0.96830 -0.99373 -1.02774 2.51 0.24 0.28
O -0.07946 2.26109 -0.53393 -0.66 -2.11 5.08
```
Positions in Å, forces in eV/Å.

Entry 5:
C4H11N3O | ωB97M-V with the def2-TZVPD basis set

ΔE to the lowest compared entry with this formula, charge and spin	137.0	kcal per mole
multiplicity	1
highest occupied orbital energy (alpha / beta)	-7.59 / -7.90	eV
LUMO (alpha / beta)	0.68 / 0.85	eV

Geometry as XYZ:
```
19
Properties=species:S:1:pos:R:3:forces:R:3
C 1.98158 -0.56745 -0.81265 0.52 -0.37 -0.05
C 1.35535 1.12175 0.12908 -0.09 0.02 0.14
C 1.93191 -1.54586 0.30870 -0.31 -0.12 -0.01
O 1.05986 0.40496 -1.00781 -0.20 0.30 0.06
H 2.58433 -0.76000 -1.69418 0.13 0.03 0.06
H 0.54927 1.24979 0.83713 0.04 -0.05 0.11
H 2.37009 1.44256 0.30042 -0.04 0.18 -0.27
H 2.78514 -1.49614 0.99132 0.00 0.09 -0.10
H 1.02680 -1.36014 0.89523 0.06 -0.11 -0.05
H 1.91594 -2.56511 -0.09780 -0.07 0.01 0.08
N -1.57267 -0.79949 0.81131 0.04 0.17 -0.08
N -1.88829 1.13668 -1.08174 0.06 -0.08 0.05
C -2.34155 1.26063 0.22053 -0.15 -0.28 0.03
N -2.26610 0.38414 1.14402 0.02 0.07 -0.14
H -1.79456 -1.47762 1.52804 -0.02 0.05 -0.06
H -1.86544 -1.17751 -0.09077 -0.04 0.10 0.07
H -1.03630 0.60345 -1.21158 -0.02 0.00 0.06
H -1.88821 1.98844 -1.61964 -0.01 -0.03 0.08
H -2.90715 2.15690 0.45038 0.10 0.03 0.02
```
Positions in Å, forces in eV/Å.

Entry 6:
C4H11N3O | ωB97M-V with the def2-TZVPD basis set

SMILES string	C/N=C(/CO)N(C)N
ΔE to the lowest compared entry with this formula, charge and spin	150.6	kcal per mole
multiplicity	1
highest occupied orbital energy	-8.94	eV
LUMO	0.58	eV

Geometry as XYZ:
```
19
Properties=species:S:1:pos:R:3:forces:R:3
C -0.71150 2.36307 0.32466 1.40 -0.22 0.43
C -0.28853 -0.08248 -0.10152 2.73 1.52 -0.03
C -0.94493 -1.41178 -0.21391 -1.97 -0.91 -1.98
C 1.79740 -1.33322 0.48825 0.46 -3.74 1.79
H -1.68498 2.77411 0.74179 1.42 -0.37 -0.46
H -0.40646 3.08752 -0.63584 -0.50 -2.21 2.61
H 0.12676 2.28199 1.20852 -1.77 0.93 -2.21
H -0.83837 -2.00065 -1.31808 0.56 1.39 3.36
H -0.54172 -1.82994 0.72182 -0.35 -1.36 -0.67
H -2.14694 -0.14584 0.07336 -1.99 -0.13 -0.21
H 1.41564 -2.41032 -0.04891 1.46 3.22 0.49
H 1.61077 -1.81645 1.65812 0.65 2.12 -2.82
H 2.91967 -0.94252 0.28261 -2.62 -2.12 0.75
H 1.53283 0.78549 -1.56762 2.49 0.29 2.85
H 2.38322 1.55021 -0.21045 -0.85 0.25 0.41
N -0.99988 0.94804 -0.01339 -1.26 1.65 -1.02
N 1.07806 -0.11114 0.15517 2.60 -0.24 0.43
N 2.10368 0.65233 -0.58518 -3.97 -0.06 -4.06
O -2.34477 -1.12147 -0.09831 1.51 0.01 0.33
```
Positions in Å, forces in eV/Å.